1.
Molecular formula: C9H14O
Method: DFT, wB97M-V/def2-TZVPD

Energy above the lowest of the compared OMol25 structures with the same formula, charge and spin in kcal/mol: 12.32
Maximum force in eV Å⁻¹: 1.77
Kohn-Sham gap (spin up / spin down) in eV: 10.16 / 7.07
<S²>: 0.77
DFT total energy in Eh: -426.2566

ORCA input file:
```
! wB97M-V def2-TZVPD RIJCOSX def2/J DEFGRID3
* xyz 1 2
C 0.39 -1.72 2.27
C -1.36 0.06 1.69
C -0.57 -1.07 1.37
C -2.26 0.58 0.82
C -0.61 -1.47 -0.01
C -2.30 0.12 -0.54
C -1.53 -1.02 -0.90
O -3.03 0.80 -1.37
H -1.25 0.54 2.65
H -2.87 1.42 1.10
H 0.92 -2.55 1.85
H -0.12 -2.23 3.11
H -0.07 -2.30 -0.45
H -1.37 -1.35 -1.91
H -2.90 0.49 -2.28
H 1.01 -0.97 2.79
C 1.69 1.27 -1.87
C 2.75 1.40 -0.79
H 2.13 0.85 -2.78
H 0.92 0.67 -1.39
H 1.23 2.24 -2.07
H 2.35 1.46 0.23
H 3.43 2.25 -0.88
H 3.40 0.52 -0.65
*
```

***

2.
Molecular formula: C6H11N3O
Method: DFT, wB97M-V/def2-TZVPD

Energy above the lowest of the compared OMol25 structures with the same formula, charge and spin in kcal/mol: 38.33
Maximum force in eV Å⁻¹: 6.65
Kohn-Sham gap in eV: 8.99
DFT total energy in Eh: -474.7051
SMILES string: Cc1c[nH]cn1.CC(N)=O

ORCA input file:
```
! wB97M-V def2-TZVPD RIJCOSX def2/J DEFGRID3
* xyz 0 1
C -1.36 1.97 -2.47
C -0.12 1.50 -1.66
C 0.11 1.17 -0.34
N 1.51 0.83 -0.22
C 1.95 0.75 -1.57
N 1.01 1.19 -2.38
H -1.47 1.16 -3.26
H -1.14 2.94 -2.83
H -2.06 2.09 -1.65
H -0.49 1.16 0.56
H 1.86 0.46 0.59
H 2.72 0.22 -1.90
C -0.94 -2.32 3.17
C -0.69 -1.50 1.95
N -0.77 -2.17 0.71
O -0.12 -0.49 2.04
H -0.77 -3.44 3.01
H -1.99 -2.29 3.55
H -0.24 -1.90 3.91
H -0.27 -1.71 -0.05
H -1.15 -3.06 0.55
*
```

***

Question: Which of these has the highest energy above the lowest of the compared OMol25 structures with the same formula, charge and spin?
Answer: C6H11N3O